Record 1
A cluster of 6 separate species, C22H45N7O9S in total in a non-equilibrium geometry. Source: the OMol25 dataset; level of theory: the ωB97M-V functional and the def2-TZVPD basis.

XYZ file:
```
84
C22H45N7O9S | the OMol25 dataset | the ωB97M-V functional and the def2-TZVPD basis
N 1.20126 -0.08504 2.59949
C 2.07960 -1.00811 1.87007
C 3.55509 -0.66986 2.05762
O 4.33739 -1.19566 1.00049
C 4.15416 -1.03316 3.42068
C 4.01359 -2.46835 3.88903
O 4.51004 -3.48460 3.02830
C 3.40786 -4.14986 2.56536
O 3.31296 -4.63593 1.48980
O 2.46101 -4.14165 3.52757
C 2.63949 -2.98215 4.34253
N 2.63964 -3.44357 5.74698
C 2.50021 -2.56543 6.56803
S 2.39698 -1.42586 7.62833
H 0.59556 -0.54657 3.26016
H 1.71630 0.65263 3.05699
H 1.88439 -0.87205 0.80857
H 1.83987 -2.04781 2.09273
H 3.62359 0.41422 1.96362
H 4.09164 -2.11349 0.82812
H 5.22283 -0.84324 3.33806
H 3.80052 -0.38214 4.21779
H 4.64053 -2.51525 4.78263
H 1.82352 -2.29026 4.18374
C 2.85345 -0.53734 -2.41370
C 1.37130 -0.35522 -2.18787
O 0.93472 0.09578 -1.13516
N 0.53576 -0.70358 -3.19412
C 0.87467 -1.21787 -4.51349
H 3.38022 -0.21640 -1.51964
H 3.08970 -1.58519 -2.60364
H 3.19071 0.06408 -3.25856
H -0.43963 -0.57533 -2.97431
H 0.47622 -0.55430 -5.28002
H 0.43248 -2.20697 -4.64667
H 1.95071 -1.29542 -4.62857
C -1.99355 4.70364 -2.49809
C -0.91639 3.64888 -2.62396
O 0.09909 3.84542 -3.28040
N -1.12061 2.47693 -1.98335
C -2.25764 2.07276 -1.17086
H -1.68416 5.57684 -3.06415
H -2.94021 4.33925 -2.89814
H -2.13497 4.98981 -1.45552
H -0.36475 1.81445 -2.09106
H -1.91597 1.83364 -0.16340
H -2.71559 1.18313 -1.59719
H -3.00691 2.85175 -1.11428
C 1.50195 0.07677 -9.43582
C 1.30962 0.44353 -7.98334
O 0.33261 0.07963 -7.34727
N 2.26775 1.20497 -7.39535
C 3.48745 1.72750 -7.98093
H 0.65578 -0.52564 -9.74990
H 1.54826 0.97115 -10.05772
H 2.41656 -0.50122 -9.57226
H 2.07305 1.42487 -6.43028
H 4.35654 1.35714 -7.43504
H 3.49010 2.81728 -7.93281
H 3.57448 1.42478 -9.01859
C -1.89400 2.30108 6.88702
C -0.77304 1.28953 6.84277
O 0.33742 1.57085 6.42141
N -1.04027 0.03427 7.29171
C -2.28206 -0.49299 7.82156
H -1.51953 3.24168 6.49658
H -2.73455 1.97482 6.27368
H -2.23689 2.45530 7.91075
H -0.24207 -0.57802 7.22952
H -2.13519 -0.85095 8.84200
H -2.62882 -1.32866 7.21127
H -3.05051 0.27233 7.82979
C -5.04124 -1.18382 0.06821
C -5.60467 0.18471 -0.23723
O -4.89259 1.17252 -0.30490
N -6.94578 0.27981 -0.43829
C -7.93824 -0.77688 -0.39975
H -3.96789 -1.08873 0.20030
H -5.47443 -1.58602 0.98459
H -5.23585 -1.87547 -0.75220
H -7.25614 1.21760 -0.63771
H -8.44596 -0.85339 -1.36256
H -8.68535 -0.56526 0.36695
H -7.47310 -1.73061 -0.17667
```

Summary:
Kohn-Sham gap	8.555	eV
HOMO energy	-8.551	eV
F_max	2.24	eV/Å
E	-63238.6161	eV
SMILES	NC[C@H](O)C[C@@H]1OC(=O)O[C@H]1N=C=S.CNC(C)=O.CNC(C)=O.CNC(C)=O.CNC(C)=O.CNC(C)=O
LUMO	0.0040	eV


Record 2
An isolated molecule of C19H28N2O5S in a non-equilibrium geometry. Source: the OMol25 dataset; level of theory: the ωB97M-V functional and the def2-TZVPD basis.

XYZ file:
```
55
C19H28N2O5S | the OMol25 dataset | the ωB97M-V functional and the def2-TZVPD basis
C 3.72225 1.72182 0.57514
H 3.14665 1.32470 1.39965
H 3.09727 2.01894 -0.25548
H 4.32357 2.55801 0.90774
S 4.89919 0.45453 0.00627
O 5.64446 0.02646 1.15080
O 5.59015 0.99926 -1.12204
N 4.04422 -0.85257 -0.53188
C 3.37934 -0.77640 -1.80619
C 1.88078 -0.50385 -1.66277
H 1.39520 -0.55985 -2.63722
H 1.70492 0.49381 -1.25830
C 1.24337 -1.52634 -0.71742
C 1.96949 -1.49874 0.63490
C 3.46466 -1.75355 0.42805
H 4.02309 -1.62299 1.35513
H 3.61413 -2.78008 0.07222
H 1.80905 -0.52178 1.09345
H 1.55830 -2.25206 1.30785
O -0.11783 -1.15614 -0.59102
C -1.05565 -2.06357 -0.19276
C -0.79944 -3.36553 0.21769
C -1.84288 -4.19075 0.60689
C -3.14794 -3.73722 0.58923
C -3.41327 -2.44603 0.16452
C -2.38176 -1.60363 -0.21367
C -2.70086 -0.25629 -0.78369
O -3.31056 -0.16079 -1.83846
N -2.27506 0.82563 -0.09856
C -1.79019 0.79937 1.26030
C -0.50737 1.61849 1.37614
C -0.77502 3.05103 0.92823
C -1.29651 3.04086 -0.50598
H -1.55647 4.05126 -0.82482
C -2.52143 2.13807 -0.67343
C -3.81612 2.75076 -0.10814
O -4.87542 1.83067 -0.11687
H -4.85430 1.34589 -0.95366
H -3.69600 3.05756 0.93377
H -4.06703 3.64346 -0.70188
H -2.68954 1.96182 -1.74394
H -0.50793 2.67073 -1.16504
H -1.50789 3.51183 1.59249
H 0.14052 3.64358 0.98174
H -0.14971 1.59494 2.40670
H 0.24901 1.17102 0.72958
H -1.61755 -0.23536 1.55703
H -2.55650 1.21962 1.92404
H -4.42689 -2.07757 0.12179
H -3.95514 -4.38528 0.89250
H -1.62319 -5.19945 0.92351
H 0.20615 -3.75551 0.23353
H 1.32555 -2.52677 -1.16544
H 3.87669 0.01170 -2.37150
H 3.52751 -1.72772 -2.33073
```

Summary:
Kohn-Sham gap	9.427	eV
HOMO energy	-8.920	eV
F_max	1.01	eV/Å
E	-44210.7676	eV
SMILES	CS(=O)(=O)N1CCC(Oc2ccccc2C(=O)N2CCCC[C@@H]2CO)CC1
LUMO	0.5070	eV
relative energy (zero: lowest compared OMol25 entry of this formula, charge and spin)	1.008	eV


Record 3
An isolated molecule of C7H8 in a non-equilibrium geometry. Source: the OMol25 dataset; level of theory: the ωB97M-V functional and the def2-TZVPD basis.

XYZ file:
```
15
C7H8 | the OMol25 dataset | the ωB97M-V functional and the def2-TZVPD basis
C -1.16283 1.40686 -1.06356
C -0.29931 0.38135 -0.41125
C 0.25875 -0.70933 -1.17606
C 0.71254 -1.48625 0.00360
C 1.52421 -0.44996 0.78900
C 0.18310 0.27411 1.00377
C -0.62692 -0.88827 0.47660
H -1.90861 1.85284 -0.40211
H -0.49845 2.19260 -1.43650
H -1.65582 0.94628 -1.92563
H 2.13614 0.12699 0.08468
H 0.92703 -2.55166 -0.08735
H 2.14653 -0.80402 1.60315
H -0.11966 0.96012 1.79249
H -1.61669 -1.25166 0.74918
```

Summary:
Kohn-Sham gap	8.854	eV
HOMO energy	-7.833	eV
F_max	1.70	eV/Å
E	-7383.4254	eV
LUMO	1.0209	eV
relative energy (zero: lowest compared OMol25 entry of this formula, charge and spin)	5.322	eV


Record 4
A cluster of 16 separate species, H31O16 in total in a non-equilibrium geometry. Source: the OMol25 dataset; level of theory: the ωB97M-V functional and the def2-TZVPD basis.

XYZ file:
```
47
H31O16 | the OMol25 dataset | the ωB97M-V functional and the def2-TZVPD basis
O -0.87849 1.08814 -3.30212
H -2.03608 -0.91931 1.41333
H -4.24091 0.84933 0.23827
O 0.65659 4.29962 3.42139
H -0.55234 0.22443 -2.89036
H -0.40150 1.01203 -4.12467
O 1.35642 -4.01584 -0.58994
H 1.17048 3.48599 3.44284
H -4.11097 2.30602 0.10405
O -4.69421 1.58948 -0.19738
H 0.73479 -5.91724 0.51776
H 0.04152 4.22729 2.69838
O -1.51166 -1.61120 1.84774
H -3.20803 -4.36613 2.32385
H 3.92939 0.96126 -3.03662
O -0.21633 1.34086 0.34207
H -0.55160 1.14325 -0.50561
H -1.75089 1.36010 1.60942
O -1.84495 -2.00272 -0.61869
H -1.64882 -2.93893 -0.63291
H -1.01093 -1.63712 -1.01817
O -3.38262 3.44956 -3.61674
H -2.57645 2.88394 -3.61732
H 0.67853 -3.58479 -1.12521
O 0.24457 -0.95940 -1.95660
H 0.77645 -0.88778 -0.75485
O -3.29402 -3.60780 1.72766
H -0.66626 -1.55977 1.36001
H -2.55931 -3.06477 2.02379
O 5.31495 2.92978 1.37904
H 1.96706 -3.32623 -0.33407
H 4.63760 3.46583 1.74729
O 4.20705 0.85563 -2.12631
H 1.64537 -4.99932 1.15395
H 1.72528 -0.80521 0.84424
O 2.78752 1.76386 1.28189
H 4.76784 2.08922 1.27522
H 0.25806 0.40468 0.49823
O 0.94853 -0.99045 0.37185
H 4.30690 -0.07781 -2.04204
H 3.13403 1.87500 0.36636
O 0.86797 -5.48592 1.37930
H 0.80367 -1.33226 -2.62870
H -3.70545 3.21417 -2.74571
O -2.32898 2.15999 1.81895
H 1.94030 2.24354 1.10002
H -1.73006 2.86698 1.57710
```

Summary:
Kohn-Sham gap	9.086	eV
HOMO energy	-7.089	eV
F_max	2.92	eV/Å
E	-33265.2438	eV
total charge	-1
LUMO	1.9972	eV
relative energy (zero: lowest compared OMol25 entry of this formula, charge and spin)	2.586	eV


Record 5
A cluster of 2 separate species, C5H14N2O in total in a non-equilibrium geometry. Source: the OMol25 dataset; level of theory: the ωB97M-V functional and the def2-TZVPD basis.

XYZ file:
```
22
C5H14N2O | the OMol25 dataset | the ωB97M-V functional and the def2-TZVPD basis
C -0.30842 0.14705 -1.81382
C -0.85061 1.11149 -0.76061
C -0.52029 0.87933 0.72899
C 0.59884 1.40816 1.22592
C -1.42158 -1.31837 0.71520
N -1.32622 -0.05250 1.41776
N 1.15963 0.09517 -1.86088
H -0.69015 -0.86547 -1.75115
H -0.64771 0.38840 -2.82943
H -0.32554 2.06572 -0.93564
H -1.89319 1.44401 -0.82129
H 1.18908 2.11475 0.65190
H 0.80127 1.53210 2.29151
H -0.47390 -1.72432 0.32949
H -1.98460 -1.23500 -0.21752
H -1.82778 -2.07983 1.37759
H -1.03965 -0.10496 2.38471
H 1.58128 0.93687 -1.49439
H 1.47414 -0.66988 -1.27718
H 1.74763 -0.99368 1.47132
H 2.72856 -1.37783 0.31652
O 2.02921 -1.70122 0.85099
```

Summary:
Kohn-Sham gap	9.355	eV
HOMO energy	-8.524	eV
F_max	1.94	eV/Å
E	-10438.4231	eV
SMILES	C=C(CCN)NC.O
LUMO	0.8311	eV
relative energy (zero: lowest compared OMol25 entry of this formula, charge and spin)	2.605	eV


Record 6
A structure of composition C14H18N2O5S2Sn in a non-equilibrium geometry. Source: the OMol25 dataset; level of theory: the ωB97M-V functional and the def2-TZVPD basis.

XYZ file:
```
42
C14H18N2O5S2Sn | the OMol25 dataset | the ωB97M-V functional and the def2-TZVPD basis
Sn -0.14646 -1.07516 0.47777
C -4.16481 3.69415 -3.46060
C -3.43841 3.51729 -2.14952
S -2.02798 2.65007 -1.91420
C -3.63275 4.08467 -0.86572
C -4.64189 5.14472 -0.47725
S -2.36446 3.41803 -0.00597
H -4.78969 2.78961 -3.70255
H -3.36999 3.69157 -4.22626
H -4.74435 4.60269 -3.66625
H -5.24633 5.45325 -1.36667
H -4.04883 6.00484 -0.05289
H -5.29044 4.81268 0.33990
C 0.30975 2.02388 4.20377
C 0.20241 0.82535 3.29519
C -0.15591 -0.43120 4.11283
O -0.86860 1.00604 2.31612
C 1.52778 0.55432 2.56286
O 2.58204 1.03569 2.99387
O 1.47821 -0.30392 1.57148
H -0.61717 2.16028 4.71370
H 0.69327 2.90588 3.62671
H 1.11328 1.90852 5.00117
H -1.04782 -0.29424 4.72665
H 0.70551 -0.75405 4.72090
H -0.32420 -1.29491 3.40773
H -1.58708 1.59214 2.63259
O 0.92622 -0.58809 -1.41905
N 1.87178 -1.46433 -1.72294
N 1.79639 -2.59201 -1.10074
O 0.97179 -2.82212 -0.06998
C 2.62168 -3.58069 -1.60950
C 2.26949 -4.89323 -1.32404
C 3.00743 -5.92576 -1.90326
C 4.08324 -5.62448 -2.69335
C 4.46713 -4.30170 -2.91545
C 3.75547 -3.21352 -2.41926
H 1.36022 -5.07676 -0.67274
H 2.67347 -6.91631 -1.62976
H 4.70568 -6.39849 -3.20240
H 5.36859 -4.17269 -3.53996
H 4.01635 -2.15202 -2.59292
```

Summary:
Kohn-Sham gap	7.649	eV
HOMO energy	-7.938	eV
F_max	4.87	eV/Å
E	-55526.0485	eV
LUMO	-0.2896	eV
relative energy (zero: lowest compared OMol25 entry of this formula, charge and spin)	0.355	eV